39
Properties=species:S:1:pos:R:3 method="wB97M-V/def2-TZVPD" mol_weight_g_mol=450.91 charge=-1 total_energy_ev=-80453.4666 spin_multiplicity=4 gap_ha="0.27384 / 0.34111" lumo_energy_ev="2.37 / 2.37" relative_energy_kj_mol=26.2
V -0.386 0.445 0.239
C -0.258 -3.406 3.031
C -0.839 -2.127 2.459
O -2.096 -1.869 3.110
P 0.143 -0.659 2.914
O 1.655 -0.794 2.497
O 0.243 -0.739 4.500
O -0.509 0.570 2.409
P -1.149 -2.265 0.636
O 0.348 -1.844 0.083
O -1.515 -3.634 0.253
O -1.939 -1.039 0.259
H -0.265 -3.365 4.120
H 0.771 -3.539 2.695
H -0.853 -4.253 2.693
H -2.557 -1.207 2.570
H 1.884 -0.196 1.747
H -0.633 -0.685 4.900
H 0.903 -2.571 -0.209
O 3.933 0.859 -3.709
C 2.775 0.740 -4.325
O 2.693 0.680 -5.532
C 1.556 0.617 -3.482
C 0.295 0.406 -4.002
N -0.553 0.305 -2.965
N 0.073 0.437 -1.801
C 1.360 0.637 -2.078
C 2.276 0.804 -0.905
O 3.500 0.840 -1.097
O 1.693 0.903 0.214
H 3.844 0.861 -2.705
H -0.022 0.327 -5.026
H -1.549 0.153 -2.968
B -2.736 4.566 -0.131
C -1.952 3.221 0.010
N -1.390 2.214 0.097
H -3.764 4.440 0.487
H -2.040 5.439 0.325
H -2.939 4.726 -1.312



19
Properties=species:S:1:pos:R:3 method="wB97M-V/def2-TZVPD" mol_weight_g_mol=100.16 total_energy_ev=-8462.7333 spin_multiplicity=1 smiles="C/C=C/O.C=CC" gap_ha=0.35302 lumo_energy_ev=1.10 relative_energy_kj_mol=156.4
C 2.840 -0.206 -0.864
C 1.411 -0.210 1.178
O 0.330 0.069 1.953
C 1.606 0.154 -0.090
C -1.957 1.451 -0.244
C -2.294 0.269 0.273
C -1.978 -1.062 -0.344
H 2.604 -0.820 -1.742
H 3.540 -0.773 -0.241
H 3.364 0.687 -1.226
H 2.145 -0.794 1.729
H -0.309 0.574 1.423
H 0.843 0.744 -0.598
H -1.434 1.522 -1.197
H -2.203 2.386 0.251
H -2.824 0.243 1.226
H -1.248 -1.600 0.272
H -1.560 -0.948 -1.349
H -2.877 -1.685 -0.407



115
Properties=species:S:1:pos:R:3 method="wB97M-V/def2-TZVPD" mol_weight_g_mol=1629.07 total_energy_ev=-410798.9849 spin_multiplicity=1 gap_ha=0.26257 lumo_energy_ev=-2.11
C -2.638 4.466 5.911
C -3.011 3.293 4.830
C -2.677 3.827 3.319
Cl -4.017 5.018 2.929
C -2.422 2.653 2.244
C -3.287 1.332 2.609
C -4.875 1.531 2.687
C -5.402 0.882 4.094
O -5.511 0.690 1.651
C -2.749 3.292 0.767
C -4.161 3.384 0.029
O -4.963 4.359 0.002
O -4.509 2.242 -0.705
N -1.617 3.719 0.124
P -1.861 4.423 -1.489
O -0.539 4.916 -2.145
O -2.837 5.853 -1.436
O -2.473 3.268 -2.622
C -0.319 3.465 0.871
C 0.947 3.084 -0.077
O 0.818 2.483 -1.193
N 2.370 3.351 0.311
C 3.189 2.372 -0.468
O 3.238 1.149 -0.199
F 3.924 2.812 -1.613
P 0.121 5.176 1.569
N 0.620 6.288 0.266
O 1.547 5.121 2.562
C -0.865 2.288 1.867
C -0.576 0.857 1.169
C -1.349 0.494 -0.175
O -0.411 -0.293 -1.002
Si -1.202 -1.628 -1.776
C -2.976 -1.277 -2.400
C -0.149 -2.008 -3.366
C -1.030 -3.151 -0.631
S 0.118 2.012 3.465
C 1.885 1.497 3.168
O -0.498 0.899 4.319
O 0.203 3.214 4.367
H -3.635 4.930 6.285
H -2.060 5.336 5.435
H -2.133 4.035 6.844
H -2.465 2.329 5.097
H -4.157 3.218 4.868
H -1.760 4.516 3.487
H -3.146 0.472 1.842
H -2.963 0.850 3.613
H -5.267 2.583 2.500
H -6.507 1.112 4.276
H -4.716 1.129 4.980
H -5.324 -0.269 3.957
H -6.473 0.836 1.810
H -3.469 5.703 -2.190
H -2.840 3.809 -3.374
H 2.681 4.270 -0.067
H -0.232 6.665 -0.202
H 1.241 5.824 -0.414
H 1.389 5.681 3.362
H 0.530 0.631 0.983
H -0.917 0.063 1.947
H -1.694 1.349 -0.839
H -2.206 -0.252 0.070
H -3.677 -1.381 -1.477
H -3.273 -2.106 -3.128
H -3.136 -0.214 -2.791
H -0.529 -1.256 -4.168
H 0.963 -1.762 -3.225
H -0.347 -3.051 -3.787
H 0.034 -3.581 -0.806
H -1.028 -2.825 0.483
H -1.768 -4.000 -0.838
H 2.593 2.111 3.843
H 1.996 0.404 3.541
H 2.199 1.484 2.070
C 2.723 1.713 6.899
Cl 4.086 0.866 6.150
Cl 1.657 0.568 7.725
Cl 3.303 2.948 8.027
H 2.152 2.208 6.114
C -2.908 -6.391 -3.065
Cl -2.768 -4.660 -3.411
Cl -2.689 -6.700 -1.337
Cl -4.472 -7.010 -3.615
H -2.123 -6.913 -3.609
C 4.362 -1.015 -3.283
Cl 3.029 0.098 -3.620
Cl 3.762 -2.672 -3.102
Cl 5.580 -0.932 -4.565
H 4.829 -0.716 -2.346
C 6.436 1.259 0.952
Cl 7.804 0.414 0.214
Cl 5.362 0.113 1.766
Cl 7.004 2.493 2.086
H 5.872 1.753 0.162
C 2.882 -5.711 -5.008
Cl 1.216 -5.129 -4.883
Cl 3.447 -6.314 -3.445
Cl 3.009 -6.971 -6.245
H 3.516 -4.876 -5.303
C 1.419 -4.610 -8.702
Cl -0.285 -4.188 -8.478
Cl 1.750 -4.984 -10.399
Cl 2.464 -3.297 -8.138
H 1.633 -5.497 -8.107
C 6.810 -8.221 -4.689
Cl 6.811 -6.452 -4.609
Cl 5.905 -8.905 -3.330
Cl 6.134 -8.774 -6.228
H 7.840 -8.568 -4.624
C 0.993 -6.189 1.309
Cl 1.480 -5.935 -0.373
Cl -0.017 -4.852 1.880
Cl 0.141 -7.730 1.487
H 1.893 -6.222 1.921



7
Properties=species:S:1:pos:R:3 method="wB97M-V/def2-TZVPD" mol_weight_g_mol=116.91 total_energy_ev=-35416.3738 spin_multiplicity=1 gap_ha="0.25907 / 0.26323" lumo_energy_ev="-0.61 / -0.52" relative_energy_kj_mol=401.6
C -0.545 -1.241 -1.582
P 1.528 -0.007 0.764
Cl 0.357 -1.401 0.348
Cl 3.241 -0.688 -0.489
H 0.368 -1.090 -2.214
H -0.974 -2.146 -1.683
H -1.318 -0.581 -1.631



85
Properties=species:S:1:pos:R:3 method="wB97M-V/def2-TZVPD" mol_weight_g_mol=1071.04 charge=+1 total_energy_ev=-201611.2502 spin_multiplicity=1 gap_ha=0.28870 lumo_energy_ev=-3.46
C 2.190 -1.965 3.112
C 1.675 -0.814 2.717
N 2.041 -0.106 1.505
C 3.384 -0.347 1.226
N 4.248 0.478 1.846
N 3.768 -1.314 0.388
C 2.959 -1.393 -0.875
C 1.980 -0.242 -0.936
C 1.114 -0.124 0.316
C 0.407 1.255 0.256
C 0.031 1.868 1.606
C -1.128 2.857 1.457
I -2.023 3.217 3.333
S -0.084 -1.498 0.216
O -0.605 -1.435 -1.126
O 0.526 -2.737 0.601
C -1.593 -1.185 1.230
F -1.242 -0.985 2.514
F -2.168 -0.057 0.806
C -2.661 -2.346 1.227
F -3.815 -1.770 1.602
F -2.298 -3.199 2.195
C -2.967 -3.210 -0.035
F -1.903 -3.901 -0.441
F -3.861 -4.116 0.418
C -3.625 -2.478 -1.275
F -2.855 -2.585 -2.333
F -4.781 -3.044 -1.555
F -3.839 -1.194 -1.015
H 2.848 -2.566 2.496
H 1.927 -2.374 4.077
H 0.968 -0.300 3.353
H 5.103 0.165 2.275
H 3.979 1.448 1.916
H 4.761 -1.201 0.205
H 2.444 -2.350 -0.905
H 3.631 -1.335 -1.722
H 1.374 -0.402 -1.825
H 2.496 0.705 -1.102
H 1.088 1.942 -0.249
H -0.458 1.169 -0.404
H -0.192 1.124 2.365
H 0.887 2.437 1.971
H -1.859 2.510 0.735
H -0.726 3.788 1.060
Cl 1.314 -1.213 -4.981
C 0.133 0.058 -4.569
C 0.672 1.444 -4.821
Cl 2.014 1.832 -3.706
H -0.141 -0.078 -3.524
H -0.751 -0.107 -5.181
H -0.114 2.179 -4.654
H 1.048 1.558 -5.834
Cl -6.846 -6.638 4.369
C -5.868 -6.752 2.885
C -6.313 -5.769 1.833
Cl -7.918 -6.167 1.172
H -5.929 -7.774 2.521
H -4.837 -6.541 3.165
H -5.614 -5.787 1.000
H -6.357 -4.758 2.230
Cl 3.993 -4.050 -4.591
C 5.319 -2.938 -5.010
C 6.417 -2.954 -3.979
Cl 5.862 -2.257 -2.425
H 4.894 -1.943 -5.121
H 5.722 -3.257 -5.969
H 7.256 -2.350 -4.318
H 6.771 -3.960 -3.775
Cl 1.238 4.778 4.118
C 1.985 5.988 3.047
C 1.886 5.580 1.599
Cl 2.897 4.146 1.217
H 3.017 6.125 3.359
H 1.449 6.925 3.190
H 2.238 6.388 0.960
H 0.861 5.341 1.325
Cl -2.840 4.481 -0.652
C -3.890 5.711 0.105
C -3.205 7.050 0.168
Cl -1.821 7.030 1.298
H -4.153 5.352 1.097
H -4.795 5.780 -0.494
H -3.903 7.802 0.529
H -2.834 7.355 -0.807



13
Properties=species:S:1:pos:R:3 method="wB97M-V/def2-TZVPD" mol_weight_g_mol=89.09 total_energy_ev=-8809.5202 spin_multiplicity=1 smiles="N=C=O.CCO" gap_ha=0.41606 lumo_energy_ev=0.63 relative_energy_kj_mol=97.3
N -0.803 -1.597 -1.518
C -0.714 -0.698 -2.323
O -0.681 0.108 -3.178
C -0.434 1.141 0.588
C 0.819 0.291 0.628
O 0.436 -1.035 0.998
H -0.467 -1.576 -0.551
H -1.183 0.691 -0.070
H -0.872 1.230 1.586
H -0.205 2.141 0.209
H 1.314 0.283 -0.355
H 1.533 0.693 1.359
H 1.237 -1.564 1.113



20
Properties=species:S:1:pos:R:3 method="wB97M-V/def2-TZVPD" mol_weight_g_mol=133.15 total_energy_ev=-12889.1975 spin_multiplicity=1 smiles="[H]/N=C(/N)NC.CC(=O)O" gap_ha=0.34206 lumo_energy_ev=0.74 relative_energy_kj_mol=350.5
C 1.311 1.147 -2.529
C -0.158 1.519 -2.266
O -0.525 2.602 -1.506
O -1.081 0.804 -2.597
H 2.148 1.978 -2.432
H 1.573 0.854 -3.572
H 1.471 0.337 -1.682
C 1.016 -2.884 2.059
C -0.251 -0.684 1.653
N -0.387 0.388 0.971
N 0.825 -1.594 1.313
N -1.090 -1.079 2.651
H 0.083 0.737 0.182
H -1.339 2.637 -1.585
H 1.572 -1.267 0.806
H -0.627 -1.245 3.494
H -1.761 -0.170 2.907
H 2.053 -3.092 2.380
H 0.434 -3.590 1.410
H 0.303 -3.027 2.874



81
Properties=species:S:1:pos:R:3 method="wB97M-V/def2-TZVPD" mol_weight_g_mol=1081.96 total_energy_ev=-514678.9344 spin_multiplicity=1 gap_ha=0.29884 lumo_energy_ev=-0.55
C -0.594 3.378 -5.649
O -0.938 2.117 -4.964
P 0.166 0.965 -4.773
O 1.565 1.411 -4.999
O -0.190 0.397 -3.236
C 0.643 -0.638 -2.689
O -0.406 -0.226 -5.658
C -1.755 -0.642 -5.451
H -0.384 4.182 -4.943
H -1.398 3.671 -6.325
H 0.301 3.330 -6.269
H 1.575 -0.184 -2.354
H 1.013 -1.373 -3.404
H 0.075 -1.169 -1.925
H -2.395 -0.440 -6.310
H -2.110 -0.169 -4.536
H -1.757 -1.690 -5.152
C -4.491 -4.331 6.480
O -3.958 -4.495 5.177
P -4.805 -3.804 3.949
O -6.316 -4.042 3.969
O -4.401 -2.245 4.019
C -4.785 -1.433 2.868
O -4.083 -4.266 2.537
C -4.398 -5.538 1.979
H -3.847 -3.738 7.130
H -4.535 -5.296 6.985
H -5.557 -4.106 6.445
H -3.872 -1.145 2.347
H -5.252 -0.522 3.242
H -5.399 -1.968 2.144
H -4.717 -5.283 0.968
H -5.136 -6.082 2.570
H -3.481 -6.124 1.922
C 2.739 3.357 -1.829
O 3.569 4.357 -1.242
P 5.061 3.907 -0.738
O 5.160 3.021 0.464
O 5.673 3.212 -2.077
C 5.455 3.768 -3.326
O 5.884 5.281 -0.583
C 7.205 5.305 -0.229
H 3.216 2.399 -2.036
H 2.373 3.872 -2.718
H 1.899 3.269 -1.140
H 4.629 3.268 -3.831
H 6.297 3.702 -4.014
H 5.000 4.759 -3.298
H 7.690 5.243 -1.203
H 7.489 4.390 0.290
H 7.434 6.257 0.250
C -0.987 0.268 0.811
Br -0.082 1.934 0.312
Br -2.613 0.115 -0.352
Br -1.591 0.378 2.733
H -0.368 -0.624 0.717
C 4.359 -0.581 0.408
Br 4.385 -0.528 -1.562
Br 5.263 -2.166 1.163
Br 2.406 -0.404 0.841
H 4.894 0.241 0.883
C 0.292 1.846 5.577
S 1.039 3.481 5.142
O 2.555 3.244 5.136
C 0.548 3.447 3.363
H -0.679 1.653 5.119
H -0.019 1.924 6.619
H 0.995 1.014 5.575
H 0.918 2.546 2.873
H 0.820 4.392 2.894
H -0.537 3.425 3.261
C -3.367 -3.600 -0.856
S -1.967 -4.362 0.058
O -0.979 -3.254 0.312
C -1.427 -5.324 -1.397
H -3.077 -3.161 -1.810
H -3.930 -2.906 -0.232
H -3.990 -4.429 -1.191
H -0.518 -5.925 -1.372
H -1.208 -4.587 -2.169
H -2.286 -5.927 -1.690



89
Properties=species:S:1:pos:R:3 method="wB97M-V/def2-TZVPD" mol_weight_g_mol=984.98 charge=-2 total_energy_ev=-125788.5016 spin_multiplicity=1 gap_ha=0.18167 lumo_energy_ev=3.75 relative_energy_kj_mol=75.2
Rb 0.593 1.196 -1.139
C 2.658 -0.415 3.261
C 2.380 0.194 2.009
N 2.279 -0.461 0.883
C 2.587 -1.792 0.831
C 2.998 -2.528 1.988
C 2.961 -1.790 3.229
C 3.333 -3.924 1.988
C 3.377 -4.524 0.770
C 2.860 -3.874 -0.391
C 2.438 -2.525 -0.452
N 2.042 -1.740 -1.492
C 2.249 -2.140 -2.747
C 3.258 -3.036 -3.241
C 3.338 -3.271 -4.610
C 2.470 -2.780 -5.580
C 1.467 -1.876 -5.164
C 0.392 -1.452 -5.966
C -0.698 -0.755 -5.489
C -0.700 -0.518 -4.108
N 0.262 -0.841 -3.287
C 1.290 -1.540 -3.778
H 2.635 0.234 4.149
H 2.320 1.308 2.010
H 3.311 -2.315 4.116
H 3.628 -4.442 2.886
H 3.781 -5.538 0.587
H 2.892 -4.352 -1.330
H 3.971 -3.363 -2.506
H 4.053 -4.079 -4.834
H 2.559 -2.937 -6.644
H 0.396 -1.623 -7.064
H -1.560 -0.522 -6.132
H -1.496 0.087 -3.689
I -2.757 2.674 1.584
C -0.988 3.180 2.669
C -0.988 2.774 3.991
C 0.164 2.818 4.806
C 1.334 3.293 4.293
C 1.352 3.788 2.983
C 2.485 4.383 2.392
C 2.582 4.738 1.096
C 1.466 4.576 0.220
C 0.234 4.087 0.698
C 0.192 3.651 2.078
H -1.929 2.467 4.438
H 0.169 2.460 5.819
H 2.275 3.288 4.804
H 3.424 4.496 3.035
H 3.478 5.217 0.730
H 1.489 4.760 -0.838
C -1.440 -3.647 -1.056
C -0.977 -3.337 0.349
As -1.262 -1.420 0.831
C -3.226 -1.631 1.254
C -3.440 -2.511 2.443
C -0.376 -1.692 2.581
C -0.612 -0.625 3.632
H -1.273 -4.677 -1.407
H -0.862 -3.018 -1.740
H -2.546 -3.495 -1.095
H 0.133 -3.505 0.480
H -1.473 -3.959 1.077
H -3.682 -2.126 0.423
H -3.691 -0.682 1.309
H -3.160 -3.538 2.258
H -4.504 -2.573 2.687
H -2.832 -2.229 3.242
H 0.634 -1.626 2.254
H -0.578 -2.717 2.956
H -0.297 0.383 3.316
H -0.014 -0.794 4.521
H -1.708 -0.463 3.937
I -7.033 1.492 0.870
C -5.230 2.126 -0.217
H -5.592 2.889 -0.911
H -5.016 1.246 -0.841
C -2.558 2.778 -2.721
N -1.838 3.992 -2.273
C -2.596 4.971 -1.546
C -0.558 4.130 -2.518
O 0.101 3.290 -3.104
H -3.244 3.095 -3.559
H -3.102 2.355 -1.883
H -1.869 2.109 -3.253
H -3.127 5.710 -2.153
H -1.961 5.458 -0.822
H -3.380 4.458 -0.979
H -0.116 5.068 -2.206